Version A
Density functional theory data (ωB97M-V with the def2-TZVPD basis set) for a structure of composition C30H45BrO2P2Pt.

Geometry (Å):
1 Pt 0.773 -1.478 -1.638
2 C -1.385 -0.750 1.028
3 C -1.022 -1.729 0.064
4 C 0.805 -1.288 1.497
5 C -0.296 -0.559 1.926
6 C 0.395 -2.131 0.305
7 C -2.761 -0.281 1.348
8 H -3.502 -0.501 0.576
9 H -2.797 0.801 1.533
10 H -3.112 -0.749 2.281
11 C -0.384 0.235 3.189
12 H -1.409 0.275 3.570
13 H -0.068 1.276 3.050
14 H 0.239 -0.214 3.968
15 C 2.072 -1.393 2.238
16 H 1.916 -1.400 3.334
17 H 2.688 -0.512 2.001
18 H 2.620 -2.288 1.932
19 C 0.894 -3.527 0.166
20 H 0.420 -4.178 0.904
21 H 1.988 -3.544 0.283
22 H 0.682 -3.884 -0.853
23 C -2.014 -2.606 -0.562
24 H -2.279 -3.378 0.175
25 H -1.642 -3.110 -1.458
26 H -2.942 -2.062 -0.770
27 C -0.673 2.106 -1.329
28 C -1.759 1.352 -1.557
29 C -2.148 0.519 -2.727
30 C -1.082 0.314 -3.790
31 C 0.084 -0.527 -3.369
32 C 1.325 0.115 -2.826
33 C 1.545 1.615 -2.721
34 C 0.395 2.568 -2.276
35 H -3.032 0.950 -3.230
36 H -0.739 1.346 -4.139
37 H -2.430 -0.488 -2.400
38 H -0.081 3.125 -3.110
39 H -0.499 2.314 -0.272
40 H -2.362 1.141 -0.668
41 H 0.954 3.329 -1.703
42 H 2.368 1.710 -1.997
43 H 2.268 -0.430 -3.117
44 H 1.968 1.991 -3.676
45 H -1.586 -0.208 -4.613
46 H 0.285 -1.418 -4.031
47 P -0.361 1.750 -5.829
48 C -0.646 3.535 -5.730
49 C -1.510 1.129 -7.070
50 P 1.768 -0.422 -5.462
51 C 1.316 1.226 -6.245
52 C 0.999 -1.590 -6.648
53 C 3.543 -0.577 -5.870
54 H 0.142 4.051 -5.166
55 H -1.604 3.734 -5.217
56 H -0.684 3.951 -6.750
57 H -1.307 1.627 -8.034
58 H -2.537 1.344 -6.753
59 H -1.415 0.046 -7.205
60 H 3.773 -0.291 -6.903
61 H 3.827 -1.627 -5.679
62 H 4.093 0.055 -5.158
63 H 2.003 2.009 -5.874
64 H 1.413 1.188 -7.352
65 H 1.593 -2.506 -6.619
66 H 0.939 -1.214 -7.668
67 H 0.000 -1.852 -6.294
68 Br 0.055 4.224 1.668
69 C 1.363 3.436 2.822
70 C 1.275 3.665 4.193
71 C 2.115 2.965 5.060
72 C 3.048 2.057 4.535
73 C 3.154 1.874 3.154
74 C 2.311 2.571 2.282
75 C 2.395 2.349 0.780
76 O 2.781 3.322 0.090
77 O 2.052 1.184 0.416
78 H 0.562 4.392 4.551
79 H 2.049 3.134 6.136
80 H 3.702 1.479 5.198
81 H 3.902 1.217 2.716

Results
* charge: +2
* HOMO (alpha / beta): -0.4580 / -0.4760 Eh
* 2S+1: 5

Version B
Density functional theory data (ωB97M-V with the def2-TZVPD basis set) for a structure of composition C30H45BrO2P2Pt.

Geometry (Å):
1 Pt 1.303 -1.991 -2.675
2 C -1.144 -1.104 0.714
3 C -0.798 -2.009 -0.291
4 C 1.150 -1.369 0.865
5 C 0.046 -0.704 1.401
6 C 0.690 -2.234 -0.286
7 C -2.496 -0.528 0.913
8 H -3.163 -0.811 0.091
9 H -2.449 0.563 0.921
10 H -2.970 -0.827 1.857
11 C -0.017 0.179 2.583
12 H -0.988 0.149 3.082
13 H 0.113 1.234 2.339
14 H 0.729 -0.034 3.346
15 C 2.446 -1.387 1.573
16 H 2.323 -1.456 2.666
17 H 3.051 -0.490 1.426
18 H 3.036 -2.255 1.270
19 C 0.909 -3.699 -0.014
20 H 0.110 -4.224 0.550
21 H 1.801 -3.906 0.574
22 H 1.007 -4.205 -0.965
23 C -1.681 -2.803 -1.141
24 H -2.174 -3.636 -0.607
25 H -1.080 -3.212 -1.959
26 H -2.439 -2.204 -1.652
27 C -0.907 2.403 -1.105
28 C -2.097 1.700 -1.117
29 C -2.786 0.860 -2.151
30 C -2.237 1.232 -3.553
31 C -0.800 0.733 -3.675
32 C 0.398 0.928 -2.779
33 C 1.025 2.050 -2.310
34 C -0.044 3.077 -2.191
35 H -3.864 1.049 -2.203
36 H -2.320 2.320 -3.820
37 H -2.735 -0.204 -1.990
38 H -0.401 3.225 -3.222
39 H -0.479 2.607 -0.128
40 H -2.748 1.822 -0.228
41 H 0.406 4.025 -1.905
42 H 1.406 1.824 -0.759
43 H 0.894 -0.102 -2.399
44 H 2.103 2.284 -2.527
45 H -2.843 0.697 -4.301
46 H -0.838 -0.388 -3.490
47 P -0.066 1.248 -5.410
48 C -0.086 3.075 -5.802
49 C -1.111 0.804 -6.835
50 P 1.914 -1.113 -4.602
51 C 1.598 0.695 -5.496
52 C 1.162 -1.952 -6.081
53 C 3.617 -1.007 -5.488
54 H 0.795 3.626 -5.442
55 H -0.981 3.602 -5.430
56 H -0.109 3.231 -6.898
57 H -0.854 1.438 -7.699
58 H -2.172 0.983 -6.623
59 H -0.973 -0.240 -7.118
60 H 3.446 -0.651 -6.516
61 H 4.062 -2.006 -5.538
62 H 4.314 -0.311 -5.009
63 H 2.301 1.421 -5.074
64 H 1.851 0.644 -6.567
65 H 1.661 -2.920 -6.183
66 H 1.329 -1.406 -7.018
67 H 0.091 -2.131 -5.964
68 Br 0.002 4.451 1.801
69 C 1.319 3.575 2.844
70 C 1.272 3.639 4.232
71 C 2.153 2.891 5.017
72 C 3.086 2.042 4.378
73 C 3.143 1.987 2.986
74 C 2.287 2.770 2.207
75 C 2.346 2.830 0.714
76 O 2.794 3.790 0.100
77 O 1.850 1.685 0.181
78 H 0.541 4.304 4.714
79 H 2.140 2.943 6.103
80 H 3.757 1.411 4.958
81 H 3.862 1.364 2.443

Results
* charge: +2
* HOMO (alpha / beta): -0.4629 / -0.4885 Eh
* 2S+1: 5

Consider the structures shown above. The most stable of them is version A.